1.
Formula: C28H40BF4O12
Source: the OMol25 dataset
Level of theory: ωB97M-V/def2-TZVPD

Each line ends with the Mulliken charge.
Atoms and positions in Å:
B -0.8570 0.3923 -0.6331  -0.0070
F -1.1136 -0.4473 0.3961  -0.5007
F 0.3888 0.9004 -0.6566  0.0688
F -0.9082 -0.4675 -1.8069  -0.1654
F -1.7925 1.3466 -0.7487  -0.3470
C -2.9656 3.1806 -3.5322  -0.6105
O -3.4615 2.3867 -2.4365  -0.5658
H -1.9274 3.5940 -3.2808  0.2106
H -3.6737 3.9704 -3.7122  0.2637
H -2.8154 2.6084 -4.4571  0.2416
H -2.8002 1.9783 -1.8664  0.5626
C -4.9351 1.9660 1.1216  -0.3737
O -5.6952 2.8327 0.1835  -0.5142
H -5.3154 1.0655 1.0711  0.2969
H -5.3297 2.2791 2.1512  0.3522
H -3.9169 2.1658 0.9204  -0.0250
H -6.5945 2.7466 0.6363  0.2865
C 3.6560 3.8111 -0.1077  -0.2542
O 2.4568 3.9054 -0.8322  -0.5572
H 3.4541 3.9528 1.0103  0.1452
H 4.2421 4.8086 -0.5472  0.2001
H 3.9827 2.7697 -0.4006  0.0684
H 2.1729 3.0082 -0.9970  0.3356
C 0.1170 -2.3895 -4.3766  -0.4161
O -1.2387 -1.8981 -4.2318  -0.5168
H 0.6117 -1.5754 -5.0992  0.1623
H 0.0287 -3.3935 -4.6770  0.3939
H 0.8161 -2.2463 -3.5029  0.0447
H -1.2659 -1.1502 -3.6077  0.3576
C 0.4658 1.6894 5.1775  -0.6310
C -0.7853 1.4469 4.4635  -0.7210
C -0.8093 1.7699 3.0513  0.2397
C 0.3447 2.1996 2.3732  -0.2466
C 1.4685 2.4831 3.1118  -0.1542
C 1.5813 2.1797 4.5648  0.1639
O 2.7608 2.3269 5.3433  -0.5445
O -1.9853 1.5066 2.3933  -0.4870
H 0.4222 1.4920 6.0967  0.7576
H -1.5935 1.0181 5.0383  0.4104
H 0.3947 2.5269 1.3611  0.6852
H 2.2448 2.9305 2.4673  0.0016
H 3.2808 2.8841 4.9873  0.2549
H -1.9752 1.0474 1.5345  0.0632
C 4.5148 0.1020 -2.1272  -0.2520
C 5.5375 -0.8209 -1.6348  -0.8380
C 5.0068 -1.9652 -1.1600  1.1257
C 3.6357 -2.2556 -1.2924  -0.6247
C 2.6796 -1.3618 -1.7007  -0.8252
C 3.1991 -0.0605 -2.0863  0.2092
O 2.3506 0.8168 -2.5942  -0.7089
O 5.7775 -2.9643 -0.5991  -0.5914
H 5.1516 1.1356 -2.4611  0.0750
H 6.5013 -0.4243 -1.4764  0.4314
H 3.3733 -3.1014 -0.7737  0.1150
H 1.6774 -1.5129 -1.7301  1.1551
H 1.5822 0.6334 -1.9788  0.3233
H 5.2466 -3.7565 -0.4215  0.2810
C 3.6306 -1.9142 3.8732  -0.6848
C 2.2012 -1.9042 3.6440  -0.3384
C 1.6637 -1.2519 2.6437  0.3357
C 2.4794 -0.4422 1.8409  -0.0431
C 3.8386 -0.3641 2.0218  -1.0764
C 4.4939 -1.1602 3.0330  0.4324
O 5.7598 -1.3729 3.2585  -0.5328
O 0.2783 -1.3292 2.4174  -0.5637
H 3.9972 -2.4221 4.7215  0.4889
H 1.5982 -2.5820 4.2577  0.3522
H 2.1447 -0.0657 0.9885  0.8699
H 4.4460 0.2041 1.2981  0.3782
H 6.4204 -0.8138 2.9868  0.2942
H 0.0194 -1.0093 1.5569  0.2626
C -3.8488 -2.3547 -1.9866  0.0878
C -4.4117 -2.1864 -0.7297  -0.0539
C -5.7478 -2.5103 -0.5531  0.9558
C -6.4996 -3.1120 -1.5352  -0.8386
C -5.8888 -3.3717 -2.8165  -0.7749
C -4.4983 -2.9970 -3.1015  -0.2529
O -3.8267 -3.2754 -4.2536  -0.5024
O -6.3318 -2.2067 0.5823  -0.5986
H -2.7522 -2.2819 -2.2055  0.2225
H -3.6761 -1.8550 0.0885  0.0672
H -7.5335 -3.3807 -1.5032  0.3973
H -6.4589 -3.7083 -3.4919  0.6228
H -3.1539 -2.6618 -4.1174  0.3790
H -5.7126 -1.7373 1.1735  0.3096

Atoms 1-2, force components in eV/Å:
-0.34 -2.18 -2.97
-0.35 -0.59 1.81

Results
Net charge: -1
Energy: -2418.1583 Eh
HOMO-LUMO gap: 7.6 eV
E_LUMO: 2.1421 eV

2.
Formula: C28H40Cl3N2OPtSbSi3
Source: the OMol25 dataset
Level of theory: ωB97M-V/def2-TZVPD

Each line ends with the Mulliken charge.
Atoms and positions in Å:
Pt -1.0877 0.8354 -0.0634  0.8600
C 0.8917 -2.4565 -2.6759  -1.2474
Sb 0.1458 -2.4791 -0.6646  0.8767
C -1.3848 -1.0074 -0.8370  1.3207
C -2.5818 -1.1975 0.0260  -1.8458
C -3.3237 -2.3043 0.4116  -0.5669
C -4.4230 -2.0961 1.2296  -0.5330
C -4.7522 -0.8098 1.6407  -0.8689
C -3.9495 0.2478 1.2538  -0.6833
N -2.8953 0.0531 0.4660  0.6510
Si -2.0980 -0.5706 -2.5614  0.7101
C -0.8617 0.1822 -3.7625  -0.9413
C -3.5615 0.6069 -2.4643  -1.2067
C -2.8114 -2.1525 -3.3148  -1.3523
C 1.7071 -1.1551 0.2064  1.2915
C 1.8740 0.2101 -0.4580  -0.8318
C 3.1635 0.6135 -0.8535  -0.6515
C 3.4344 1.8224 -1.4546  -1.3409
C 2.3774 2.6951 -1.6598  -0.7788
C 1.1417 2.3064 -1.2147  -0.1742
N 0.8822 1.1229 -0.6272  0.7131
Si 3.3250 -2.2445 0.0576  0.8400
C 4.1166 -2.3488 -1.6688  -1.3616
C 2.9946 -4.0638 0.4222  -1.2770
C 4.7086 -1.6390 1.1986  -1.2801
Si 1.3547 -0.9973 2.0997  0.4726
C 1.8470 -2.5502 3.0487  -1.4074
C -0.4263 -0.8014 2.6382  -0.4292
C 2.2924 0.4913 2.7529  -1.0295
H 0.0662 -2.6982 -3.3448  0.3901
H 1.6532 -3.2213 -2.7965  0.3529
H 1.3056 -1.4888 -2.9553  0.2424
H -3.0376 -3.2921 0.0772  0.5525
H -5.0305 -2.9361 1.5418  0.4760
H -5.6191 -0.6199 2.2564  0.4575
H -4.1605 1.2619 1.5483  0.5977
H -0.1965 0.9154 -3.3027  0.1379
H -1.4519 0.7121 -4.5152  0.4811
H -0.2520 -0.5546 -4.2840  0.3657
H -3.3250 1.5608 -1.9917  0.2969
H -4.4186 0.1704 -1.9469  0.2599
H -3.8695 0.8107 -3.4944  0.4150
H -2.1244 -3.0013 -3.2948  0.3454
H -3.0986 -1.9881 -4.3561  0.3871
H -3.7129 -2.4491 -2.7727  0.3422
H 3.9967 -0.0359 -0.6677  0.3652
H 4.4466 2.0688 -1.7466  0.4764
H 2.4869 3.6645 -2.1238  0.4987
H 0.2885 2.9666 -1.2884  0.2124
H 3.8204 -3.2756 -2.1592  0.3553
H 5.1975 -2.4139 -1.5097  0.4256
H 3.9352 -1.5367 -2.3691  0.3955
H 2.5821 -4.5634 -0.4567  0.3669
H 2.3397 -4.2846 1.2595  0.3173
H 3.9667 -4.5242 0.6242  0.3911
H 5.0146 -0.6108 1.0087  0.3441
H 5.5749 -2.2782 1.0065  0.4446
H 4.4757 -1.7152 2.2588  0.3391
H 1.2066 -3.3899 2.7723  0.3032
H 1.6288 -2.3215 4.0962  0.4136
H 2.8816 -2.8759 2.9923  0.3829
H -1.0954 -1.5918 2.2874  0.1551
H -0.8616 0.1536 2.3552  -0.5402
H -0.4009 -0.8490 3.7322  0.5856
H 3.3780 0.3792 2.7661  0.3238
H 1.9593 0.6754 3.7776  0.4650
H 2.0532 1.3873 2.1748  0.2673
Cl -2.9663 7.6430 3.2425  -0.2416
C -2.4223 6.2450 2.3589  0.4229
C -2.4672 4.9995 2.9481  -0.8580
C -2.0310 3.8974 2.2311  1.0629
Cl -2.0564 2.3546 3.0102  -0.2415
C -1.5391 3.9606 0.9164  -1.3923
O -1.1320 2.9788 0.1873  -0.5243
C -1.5107 5.2795 0.3842  0.5747
Cl -0.9049 5.4808 -1.2335  -0.2316
C -1.9406 6.3951 1.0683  -0.7743
H -2.8328 4.8747 3.9571  0.4449
H -1.8993 7.3671 0.5986  0.4413

Atoms 1-2, force components in eV/Å:
0.54 0.94 -0.40
-0.04 0.06 -0.12

Results
Energy: -3884.4346 Eh
HOMO-LUMO gap: 7.3 eV
E_LUMO: 0.0942 eV

3.
Formula: C28H40ClFN4
Source: the OMol25 dataset
Level of theory: ωB97M-V/def2-TZVPD

Each line ends with the Mulliken charge.
Atoms and positions in Å:
Cl -5.9489 -2.5789 2.7257  -0.0556
C -5.6187 -0.8595 2.3359  -0.5002
N -4.2491 -0.6737 1.8057  -0.3407
C -3.1937 -1.0769 2.8264  -0.5359
C -1.8411 -0.7859 2.2648  -0.4316
N -2.0375 -0.1701 0.9212  -0.3943
F -0.6155 0.1521 0.4022  0.1220
C -2.7777 1.1126 0.9945  -0.1373
C -4.1336 0.7974 1.5346  -0.6488
C -2.6649 -1.1423 -0.0179  -0.2658
C -4.0372 -1.4371 0.5044  -0.5224
H -6.3553 -0.5432 1.5937  0.4239
H -5.7437 -0.2842 3.2564  0.4183
H -3.3883 -0.5042 3.7477  0.3722
H -3.3372 -2.1423 3.0599  0.4140
H -1.2983 -0.0567 2.8793  0.4655
H -1.2624 -1.7033 2.0974  0.4769
H -2.2141 1.7617 1.6768  0.5054
H -2.8304 1.5154 -0.0264  0.0891
H -4.9326 1.0653 0.8256  0.4236
H -4.3278 1.3181 2.4845  0.3755
H -2.7034 -0.6800 -1.0151  0.3023
H -2.0297 -2.0377 -0.0017  0.4718
H -4.1922 -2.5057 0.7171  0.3954
H -4.8267 -1.1188 -0.1965  0.3974
C 4.0871 0.5388 5.5191  -1.4649
C 3.7340 0.4772 4.0580  0.6337
C 4.1168 -0.6001 3.2532  -0.7541
C 3.7667 -0.6858 1.9043  1.1817
C 4.1538 -1.9442 1.1828  -2.0408
C 3.0231 0.3676 1.3411  -0.1880
N 2.7315 0.3467 -0.0521  0.4715
C 1.5386 0.5969 -0.6723  -0.4424
N 1.6880 0.3191 -1.9962  0.1363
C 0.6589 0.2009 -2.9543  -0.3362
C -0.4659 1.0577 -2.9062  1.5578
C -0.6407 2.1161 -1.8642  -1.1686
C -1.4441 0.9480 -3.8927  -0.9846
C -1.3664 0.0120 -4.9200  0.4723
C -2.4690 -0.0331 -5.9414  -1.5820
C -0.2629 -0.8432 -4.9339  -0.9181
C 0.7446 -0.7736 -3.9647  1.5840
C 1.8463 -1.7910 -4.0502  -1.8918
C 3.1127 0.1685 -2.3422  -0.5153
C 3.8347 0.3738 -1.0414  -0.7957
C 2.6201 1.4620 2.1320  1.2608
C 1.8464 2.5877 1.5254  -1.1929
C 2.9602 1.4859 3.4857  -1.2468
H 3.7420 1.4817 5.9379  0.3599
H 3.6106 -0.2709 6.0759  0.3157
H 5.1641 0.4630 5.6878  0.3620
H 4.6917 -1.4180 3.6886  0.4794
H 3.5498 -2.1694 0.2821  0.2604
H 5.2285 -1.9391 0.9000  0.3561
H 4.0205 -2.7940 1.8813  0.5081
H -1.6951 2.4263 -1.8102  0.2698
H -0.3438 1.6970 -0.8916  -0.2399
H -0.0289 3.0156 -2.0511  0.3542
H -2.3135 1.6175 -3.8597  0.3721
H -2.3603 -0.8829 -6.6107  0.3830
H -3.4392 -0.1103 -5.4457  0.3454
H -2.5023 0.8715 -6.5532  0.3302
H -0.1941 -1.6090 -5.7052  0.3929
H 1.4959 -2.6739 -4.6053  0.4802
H 2.7141 -1.4175 -4.6138  0.3797
H 2.1620 -2.1601 -3.0656  0.3941
H 3.3489 -0.8073 -2.7501  0.2888
H 3.4308 0.9200 -3.0767  0.3620
H 4.3071 1.3659 -1.0565  0.2125
H 4.6104 -0.3742 -0.8436  0.3847
H 1.5597 3.3130 2.2991  0.4177
H 2.4268 3.1297 0.7628  0.3174
H 0.9361 2.2047 1.0384  0.0389
H 2.6238 2.3105 4.1193  0.2776

Atoms 1-2, force components in eV/Å:
0.16 0.76 -0.18
-1.07 -1.26 0.59

Results
Net charge: +2
Energy: -1869.2817 Eh
HOMO-LUMO gap: 5.2 eV
E_LUMO: -7.0119 eV

The highest energy belongs to which entry?
C28H40ClFN4